The following is a quantum chemistry calculation of C17H10ClF6IMnNO2S5 as an isolated structure at a distorted geometry, from OMol25.

Atoms and positions in Å:
Mn1 -0.512 0.086 0.580
Cl1 4.363 3.868 -2.374
C1 2.884 3.236 -1.737
C2 1.859 4.091 -1.433
C3 0.654 3.607 -0.907
I1 -0.931 4.906 -0.495
C4 0.468 2.265 -0.648
O1 -0.612 1.728 -0.121
C5 1.543 1.378 -0.971
N1 1.319 0.066 -0.684
C6 2.237 -0.817 -1.016
C7 3.460 -0.451 -1.591
C8 3.726 0.871 -1.837
C9 2.750 1.842 -1.536
H1 1.977 5.153 -1.597
H2 2.003 -1.853 -0.807
H3 4.191 -1.219 -1.799
H4 4.674 1.179 -2.255
C10 -1.540 -0.340 -3.637
S1 -2.336 1.108 -2.875
C11 -3.596 0.345 -1.921
C12 -3.475 -0.622 -0.975
S2 -2.063 -1.396 -0.334
S3 -4.996 -1.226 -0.324
C13 -6.061 -0.139 -1.162
S4 -7.683 -0.130 -0.984
S5 -5.212 0.936 -2.232
H5 -0.840 0.060 -4.369
H6 -2.299 -0.938 -4.134
H7 -1.011 -0.915 -2.884
C14 -0.237 -1.144 4.494
C15 0.211 -1.594 3.109
O2 -0.192 -0.719 2.139
C16 1.771 -1.725 3.050
F1 2.370 -0.850 3.873
F2 2.218 -2.943 3.383
F3 2.227 -1.461 1.812
C17 -0.411 -2.975 2.775
F4 -1.737 -2.852 2.649
F5 -0.183 -3.900 3.717
F6 0.067 -3.445 1.607
H8 0.191 -0.166 4.699
H9 0.083 -1.846 5.262
H10 -1.322 -1.060 4.491

Values from the calculation:
spin multiplicity	5
⟨S²⟩	6.197
LUMO energy (alpha / beta)	-2.63 / -1.12	eV
charge	0
frontier orbital gap (alpha / beta)	5.233 / 6.815	eV
energy	-5358.1597	Eh
energy relative to the best compared isomer or geometry (same formula, charge and spin)	80.4	kJ/mol